Record 1
DFT (the ωB97M-V functional and the def2-TZVPD basis) results for C42H61BBeBr4ClF7N8O13S2 as an isolated structure.

LUMO: -6.943 eV
F_max: 0.1674 Eh/bohr
HOMO-LUMO gap: 0.034 Eh
2S+1: 1

Cartesian coordinates (Å):
C1 -3.31 -0.40 -2.51
C2 -1.80 0.05 -1.97
C3 -1.28 1.63 -2.01
C4 0.22 2.09 -1.42
C5 1.16 0.89 -0.80
C6 2.65 1.24 -0.14
N1 2.43 1.37 1.36
C7 2.54 2.83 1.85
C8 2.67 2.86 3.48
C9 2.29 4.29 4.19
C10 1.01 5.08 3.54
C11 -0.43 4.30 3.65
S1 -1.72 5.57 4.23
N2 1.94 1.66 4.12
C12 2.62 0.35 3.69
C13 1.47 -0.82 3.79
C14 1.75 -1.90 5.03
N3 0.44 -2.71 5.15
N4 2.03 -1.24 6.36
N5 2.83 -2.88 4.58
C15 3.26 0.41 2.18
C16 4.88 0.65 2.11
C17 5.77 -0.37 3.04
C18 6.33 0.44 4.37
O1 6.23 -0.22 5.55
O2 6.94 1.79 4.33
C19 0.66 -0.71 -0.78
C20 -0.82 -1.13 -1.37
H1 -3.93 0.53 -2.85
H2 -3.87 -0.85 -1.57
H3 -3.23 -1.25 -3.32
H4 -2.03 2.42 -2.44
H5 0.51 3.23 -1.46
H6 3.35 0.30 -0.38
H7 3.16 2.16 -0.63
H8 1.41 1.11 1.55
H9 1.60 3.38 1.41
H10 3.51 3.26 1.31
H11 3.82 2.67 3.73
H12 1.97 4.02 5.31
H13 3.20 5.02 4.29
H14 1.30 5.35 2.43
H15 0.89 6.09 4.14
H16 -0.44 3.37 4.37
H17 -0.75 4.03 2.54
H18 -2.62 5.87 3.17
H19 0.94 1.69 3.81
H20 3.43 0.09 4.51
H21 1.39 -1.50 2.82
H22 0.38 -0.41 3.98
H23 -0.37 -2.08 5.30
H24 0.53 -3.45 5.88
H25 2.91 -1.65 6.74
H26 1.27 -1.58 7.02
H27 3.38 -2.33 3.86
H28 2.30 -3.59 3.99
H29 3.07 -0.67 1.70
H30 5.22 1.77 2.31
H31 5.20 0.43 0.99
H32 6.74 -0.64 2.39
H33 5.26 -1.39 3.28
H34 6.30 2.47 4.74
H35 1.44 -1.48 -0.31
H36 -1.16 -2.24 -1.32
C21 -4.38 7.48 -0.26
C22 -3.33 6.77 0.52
O3 -2.93 5.72 -0.34
C23 -3.14 6.20 -1.60
O4 -2.67 5.70 -2.61
O5 -3.94 7.31 -1.59
F1 -3.84 6.22 1.64
H37 -5.37 7.03 -0.14
H38 -4.44 8.54 0.00
H39 -2.46 7.39 0.77
C24 -0.36 10.71 5.37
F2 -1.46 11.32 5.93
F3 0.15 11.61 4.47
F4 0.56 10.62 6.38
S2 -0.76 9.05 4.60
O6 -1.76 9.34 3.56
O7 -1.30 8.23 5.69
O8 0.51 8.55 4.07
C25 -0.76 10.45 10.22
Br1 -0.03 12.21 9.81
Br2 -2.43 10.58 11.20
Br3 -0.93 9.35 8.63
H40 -0.04 9.96 10.88
Be1 2.60 -5.30 4.98
Br4 3.38 1.76 -2.12
B1 9.15 3.68 0.09
O9 10.07 3.67 1.24
C26 9.35 3.27 2.30
O10 9.81 3.14 3.43
C27 8.00 3.01 1.91
O11 7.10 2.63 2.64
O12 7.85 3.25 0.60
F5 9.62 2.76 -0.93
F6 9.06 5.02 -0.46
C28 -3.39 -7.26 -10.27
N6 -2.80 -6.99 -8.94
C29 -1.90 -6.00 -8.81
C30 -1.35 -5.69 -7.56
C31 -1.75 -6.40 -6.43
C32 -2.67 -7.44 -6.61
C33 -3.18 -7.72 -7.87
C34 -1.24 -6.08 -5.08
C35 -2.13 -5.73 -4.05
C36 -1.65 -5.47 -2.77
N7 -0.33 -5.55 -2.49
C37 0.55 -5.85 -3.47
C38 0.12 -6.12 -4.77
C39 0.15 -5.32 -1.12
H41 -2.57 -7.47 -10.97
H42 -3.95 -6.37 -10.57
H43 -4.06 -8.12 -10.21
H44 -1.62 -5.44 -9.71
H45 -0.64 -4.87 -7.49
H46 -3.00 -8.05 -5.77
H47 -3.90 -8.52 -8.03
H48 -3.20 -5.66 -4.24
H49 -2.33 -5.21 -1.95
H50 1.60 -5.89 -3.19
H51 0.86 -6.38 -5.52
H52 0.88 -4.51 -1.15
H53 0.61 -6.25 -0.77
H54 -0.68 -5.04 -0.47
C40 -6.18 -8.34 -6.32
O13 -5.67 -9.44 -6.45
N8 -7.53 -8.11 -6.12
C41 -8.06 -6.77 -5.98
C42 -8.44 -9.23 -6.06
H55 -5.58 -7.42 -6.35
H56 -8.55 -6.69 -5.00
H57 -8.79 -6.59 -6.77
H58 -7.27 -6.02 -6.05
H59 -8.14 -9.89 -5.24
H60 -8.38 -9.79 -7.00
H61 -9.46 -8.89 -5.90
Cl1 -9.36 -4.64 -7.03
F7 -4.72 -9.25 -9.21

Results of the Mulliken charge analysis, in e, for atoms 1 through 6:
1 C -0.86
2 C 0.52
3 C -0.78
4 C -0.46
5 C 0.12
6 C -0.69



Record 2
DFT (the ωB97M-V functional and the def2-TZVPD basis) results for a 3-piece molecular cluster, C19H41I2N3O7 overall.

LUMO: 0.344 eV
F_max: 0.0291 Eh/bohr
SMILES: [H]/N=C(/C)COC(=O)O[C@H](I)[C@H](C)I.COCCNCCOC.COCCNCCOC
HOMO-LUMO gap: 0.337 Eh
2S+1: 1

Cartesian coordinates (Å):
H1 -3.41 -0.27 -2.27
N1 -3.65 0.47 -1.62
C1 -4.05 -0.01 -0.51
C2 -4.51 0.93 0.57
C3 -4.04 -1.49 -0.22
O1 -5.35 -2.03 0.04
C4 -6.19 -1.96 -1.01
O2 -5.88 -1.78 -2.16
O3 -7.48 -2.20 -0.61
C5 -7.97 -1.22 0.29
I1 -9.55 -2.13 1.40
C6 -8.40 0.06 -0.44
C7 -9.03 1.08 0.51
I2 -9.65 -0.35 -2.11
H2 -4.10 0.61 1.52
H3 -5.59 0.94 0.64
H4 -4.16 1.92 0.33
H5 -3.48 -1.66 0.69
H6 -3.55 -2.06 -1.00
H7 -7.20 -0.96 1.00
H8 -7.49 0.50 -0.83
H9 -10.11 1.09 0.42
H10 -8.78 0.87 1.54
H11 -8.65 2.07 0.26
C8 3.38 -1.25 0.56
O4 3.09 -2.51 -0.01
C9 3.42 -3.62 0.82
C10 2.17 -4.36 1.23
N2 1.36 -3.55 2.13
C11 0.04 -4.10 2.41
C12 -0.95 -4.20 1.26
O5 -1.37 -2.94 0.75
C13 -0.54 -2.39 -0.26
H12 3.17 -0.49 -0.19
H13 2.77 -1.05 1.45
H14 4.44 -1.17 0.84
H15 3.98 -3.29 1.70
H16 4.06 -4.29 0.24
H17 2.45 -5.29 1.73
H18 1.63 -4.62 0.31
H19 1.25 -2.63 1.74
H20 -0.42 -3.47 3.19
H21 0.16 -5.10 2.85
H22 -1.85 -4.68 1.64
H23 -0.58 -4.83 0.44
H24 -0.06 -3.16 -0.86
H25 0.24 -1.74 0.16
H26 -1.16 -1.77 -0.91
C14 7.63 3.17 0.53
O6 7.26 3.42 -0.81
C15 6.76 2.28 -1.50
C16 5.30 2.46 -1.86
N3 4.47 2.45 -0.67
C17 3.07 2.81 -0.91
C18 2.78 4.24 -1.37
O7 3.06 5.22 -0.40
C19 4.38 5.73 -0.41
H27 8.06 4.09 0.92
H28 6.77 2.90 1.15
H29 8.38 2.38 0.59
H30 6.90 1.38 -0.90
H31 7.34 2.17 -2.42
H32 5.00 1.64 -2.52
H33 5.22 3.40 -2.42
H34 4.86 3.09 0.01
H35 2.53 2.65 0.03
H36 2.66 2.12 -1.64
H37 1.70 4.30 -1.56
H38 3.27 4.48 -2.32
H39 4.81 5.73 -1.41
H40 5.04 5.16 0.26
H41 4.35 6.76 -0.04

Results of the Mulliken charge analysis, in e, for atoms 1 through 6:
1 H 0.31
2 N -0.70
3 C 1.06
4 C -1.16
5 C -0.74
6 O -0.37



Record 3
DFT (the ωB97M-V functional and the def2-TZVPD basis) results for C3H2FMnO as an isolated structure.

LUMO (spin up / spin down): -0.415 / -1.337 eV
F_max: 0.0378 Eh/bohr
HOMO-LUMO gap (spin up / spin down): 0.237 / 0.258 Eh
ΔE to the lowest compared entry with this formula, charge and spin: 0.00 kcal/mol
2S+1: 7
<S²>: 12.00

Cartesian coordinates (Å):
C1 -1.26 -0.03 0.14
O1 0.79 1.64 0.13
C2 1.09 0.48 -0.19
C3 -0.05 -0.49 -0.23
F1 -2.39 -0.61 -0.27
H1 -1.44 0.72 0.91
H2 0.14 -1.56 -0.26
Mn1 3.12 -0.17 -0.22

Results of the Mulliken charge analysis, in e, for atoms 1 through 6:
1 C -0.04
2 O -0.55
3 C 0.26
4 C -0.12
5 F -0.21
6 H 0.30



Record 4
DFT (the ωB97M-V functional and the def2-TZVPD basis) results for a 3-piece molecular cluster, C29H49N3O3S overall.

LUMO: 0.298 eV
F_max: 0.0881 Eh/bohr
SMILES: Cc1ccc2c(c1)Nc1c(COCOCCO)cccc1S2.CCN(CC)CC.CCN(CC)CC
HOMO-LUMO gap: 0.298 Eh
2S+1: 1

Cartesian coordinates (Å):
C1 6.12 0.34 3.02
C2 5.07 -0.56 2.18
C3 5.67 -1.68 1.28
C4 4.74 -2.57 0.39
C5 3.20 -2.30 0.47
C6 2.59 -1.19 1.41
C7 3.53 -0.31 2.28
N1 1.13 -0.96 1.48
C8 0.50 -0.80 0.16
C9 -0.44 0.41 -0.15
C10 -0.73 1.54 0.98
O1 -1.34 0.84 2.10
C11 -2.77 0.80 2.00
O2 -3.24 -0.25 1.11
C12 -3.14 -1.55 1.77
C13 -2.80 -2.75 0.75
O3 -3.23 -2.34 -0.59
C14 -1.11 0.59 -1.54
C15 -0.88 -0.47 -2.66
C16 0.06 -1.70 -2.38
C17 0.73 -1.84 -1.00
S1 1.91 -3.22 -0.54
H1 5.71 1.43 2.96
H2 6.21 0.01 4.11
H3 7.11 0.35 2.45
H4 6.81 -1.83 1.24
H5 5.16 -3.39 -0.29
H6 3.10 0.51 2.94
H7 0.94 -0.18 2.12
H8 -1.44 2.29 0.49
H9 0.25 2.08 1.27
H10 -3.21 0.66 3.06
H11 -3.22 1.78 1.59
H12 -4.16 -1.74 2.27
H13 -2.30 -1.52 2.57
H14 -3.31 -3.73 1.08
H15 -1.66 -2.94 0.67
H16 -2.57 -1.72 -0.97
H17 -1.77 1.51 -1.74
H18 -1.38 -0.32 -3.68
H19 0.29 -2.48 -3.19
C18 4.52 -1.13 -2.65
C19 5.34 -1.19 -3.93
N2 5.93 0.10 -4.30
C20 6.46 0.11 -5.67
C21 7.63 -0.81 -5.98
C22 6.77 0.74 -3.30
C23 7.97 -0.04 -2.78
H20 3.75 -0.35 -2.71
H21 4.01 -2.08 -2.48
H22 5.14 -0.94 -1.77
H23 4.66 -1.51 -4.73
H24 6.10 -1.97 -3.83
H25 6.73 1.14 -5.93
H26 5.64 -0.14 -6.35
H27 8.56 -0.44 -5.56
H28 7.78 -0.86 -7.06
H29 7.47 -1.83 -5.63
H30 6.14 1.00 -2.44
H31 7.11 1.70 -3.68
H32 7.73 -1.08 -2.53
H33 8.34 0.42 -1.86
H34 8.80 -0.04 -3.48
C24 -6.39 1.02 0.57
C25 -7.69 1.45 1.25
N3 -7.82 0.96 2.62
C26 -9.17 1.12 3.16
C27 -9.69 2.54 3.35
C28 -6.74 1.29 3.53
C29 -6.41 2.77 3.74
H35 -6.27 -0.07 0.60
H36 -6.40 1.32 -0.48
H37 -5.51 1.48 1.03
H38 -8.51 1.05 0.65
H39 -7.76 2.54 1.20
H40 -9.24 0.58 4.11
H41 -9.86 0.59 2.49
H42 -9.23 3.03 4.20
H43 -10.77 2.51 3.54
H44 -9.54 3.16 2.46
H45 -5.83 0.79 3.18
H46 -6.93 0.83 4.51
H47 -6.37 3.32 2.80
H48 -5.43 2.86 4.22
H49 -7.13 3.25 4.40

Results of the Mulliken charge analysis, in e, for atoms 1 through 6:
1 C -1.05
2 C 0.60
3 C -0.64
4 C -0.55
5 C 0.33
6 C 0.36



Record 5
DFT (the ωB97M-V functional and the def2-TZVPD basis) results for a 2-piece molecular cluster, C4H13N overall.

net charge: -1
LUMO (spin up / spin down): 4.177 / 4.212 eV
F_max: 0.0308 Eh/bohr
HOMO-LUMO gap (spin up / spin down): 0.101 / 0.360 Eh
ΔE to the lowest compared entry with this formula, charge and spin: 0.00 kcal/mol
2S+1: 2
<S²>: 0.75

Cartesian coordinates (Å):
C1 0.81 2.21 0.41
C2 0.29 3.55 0.98
H1 1.80 2.30 -0.03
H2 0.09 1.84 -0.29
H3 0.95 1.51 1.24
H4 -0.49 3.38 1.73
H5 1.10 4.18 1.35
H6 -0.16 4.07 0.13
C3 -1.34 -2.81 -1.05
C4 -0.25 -1.81 -0.73
N1 0.79 -2.36 0.13
H7 -1.97 -2.92 -0.16
H8 -1.96 -2.40 -1.85
H9 -0.95 -3.79 -1.33
H10 0.27 -1.53 -1.64
H11 -0.80 -0.98 -0.27
H12 0.46 -2.85 0.93
H13 1.38 -1.60 0.45

Results of the Mulliken charge analysis, in e, for atoms 1 through 6:
1 C -2.41
2 C -1.54
3 H 0.53
4 H 0.56
5 H 0.83
6 H 0.57



Record 6
DFT (the ωB97M-V functional and the def2-TZVPD basis) results for C29H32F4N6O2Rb as an isolated structure.

net charge: -1
LUMO: 2.061 eV
F_max: 0.0091 Eh/bohr
HOMO-LUMO gap: 0.214 Eh
ΔE to the lowest compared entry with this formula, charge and spin: 0.00 kcal/mol
2S+1: 1

Cartesian coordinates (Å):
Rb1 0.28 0.52 0.20
C1 -2.18 -3.16 0.08
C2 -1.82 -3.16 -1.40
N1 -1.05 -1.97 -1.78
C3 -1.62 -1.29 -2.94
C4 -2.99 -0.67 -2.67
C5 0.36 -2.27 -2.05
C6 1.14 -2.99 -0.96
N2 1.11 -2.26 0.29
C7 2.04 -2.47 1.20
C8 1.99 -1.69 2.41
F1 0.98 -0.78 2.53
C9 2.89 -1.78 3.44
F2 2.72 -0.98 4.52
C10 3.96 -2.67 3.42
C11 4.04 -3.45 2.28
F3 5.04 -4.35 2.19
C12 3.15 -3.37 1.24
F4 3.34 -4.25 0.21
H1 -2.75 -4.05 0.35
H2 -2.78 -2.28 0.32
H3 -1.27 -3.12 0.68
H4 -2.74 -3.21 -2.00
H5 -1.26 -4.07 -1.65
H6 -1.68 -1.97 -3.81
H7 -0.93 -0.49 -3.22
H8 -3.73 -1.42 -2.39
H9 -3.35 -0.18 -3.58
H10 -2.93 0.07 -1.88
H11 0.85 -1.32 -2.27
H12 0.44 -2.88 -2.97
H13 2.15 -3.12 -1.37
H14 0.75 -4.01 -0.84
H15 4.67 -2.74 4.22
O1 1.11 3.03 0.01
C13 1.79 3.88 -0.64
C14 1.60 5.29 -0.47
C15 2.29 6.22 -1.21
C16 3.24 5.84 -2.16
C17 3.49 4.48 -2.32
C18 2.81 3.51 -1.58
C19 3.22 2.11 -1.72
N3 2.51 1.00 -1.72
C20 3.41 -0.04 -1.86
C21 4.68 0.44 -1.95
N4 4.55 1.80 -1.87
H16 0.87 5.60 0.27
H17 2.09 7.28 -1.05
H18 3.77 6.57 -2.76
H19 4.22 4.16 -3.05
H20 3.08 -1.07 -1.87
H21 5.63 -0.05 -2.05
H22 5.29 2.48 -1.81
C22 -1.92 3.87 0.74
C23 -2.72 2.63 0.45
O2 -2.50 1.92 -0.52
N5 -3.76 2.37 1.30
C24 -4.48 1.13 1.18
C25 -3.91 -0.01 2.01
C26 -4.70 -1.12 2.29
C27 -4.15 -2.17 3.00
C28 -2.84 -2.07 3.42
C29 -2.13 -0.92 3.10
N6 -2.65 0.10 2.42
H23 -0.85 3.65 0.60
H24 -2.10 4.27 1.73
H25 -2.19 4.62 -0.01
H26 -3.68 2.78 2.21
H27 -4.44 0.84 0.13
H28 -5.53 1.29 1.44
H29 -5.73 -1.15 1.94
H30 -4.74 -3.05 3.23
H31 -2.35 -2.87 3.96
H32 -1.10 -0.81 3.40

Results of the Mulliken charge analysis, in e, for atoms 1 through 6:
1 Rb 0.80
2 C -0.45
3 C -1.31
4 N 1.10
5 C -0.71
6 C -0.84



Record 7
DFT (the ωB97M-V functional and the def2-TZVPD basis) results for C12H30InN2O12P2 as an isolated structure.

net charge: -3
LUMO: 6.719 eV
F_max: 0.0439 Eh/bohr
HOMO-LUMO gap: 0.191 Eh
ΔE to the lowest compared entry with this formula, charge and spin: 0.00 kcal/mol
2S+1: 1

Cartesian coordinates (Å):
In1 0.20 -0.44 0.09
P1 2.45 -2.13 -1.02
O1 1.46 -1.49 -2.12
O2 3.56 -3.01 -1.59
O3 1.43 -2.97 -0.13
O4 2.84 -0.89 -0.14
P2 -0.85 1.90 1.96
O5 -1.34 2.77 3.10
O6 -0.53 2.60 0.61
O7 -1.83 0.72 1.60
O8 0.51 1.13 2.29
C1 -2.51 1.53 -1.77
O9 -1.20 1.07 -1.98
C2 -0.39 1.88 -2.76
C3 1.04 1.60 -2.32
N1 1.29 1.74 -0.91
C4 2.69 1.68 -0.55
C5 3.01 2.13 0.88
O10 2.59 3.44 1.21
C6 3.04 4.51 0.42
H1 -3.04 0.67 -1.35
H2 -3.16 1.80 -2.62
H3 -2.48 2.33 -1.03
H4 -0.59 2.95 -2.76
H5 -0.47 1.55 -3.81
H6 1.79 2.20 -2.87
H7 1.39 0.60 -2.63
H8 0.63 2.28 -0.31
H9 3.28 2.29 -1.26
H10 2.92 0.61 -0.61
H11 4.08 1.94 1.05
H12 2.45 1.49 1.57
H13 2.95 4.42 -0.66
H14 4.12 4.61 0.64
H15 2.47 5.37 0.78
C7 -1.43 -2.25 -2.81
O11 -1.89 -1.80 -1.54
C8 -2.64 -2.76 -0.87
C9 -3.37 -2.10 0.27
N2 -2.35 -1.71 1.21
C10 -1.88 -2.79 2.03
C11 -0.89 -2.27 3.06
O12 0.25 -1.90 2.29
C12 1.28 -1.45 3.15
H16 -2.19 -2.30 -3.61
H17 -0.97 -3.22 -2.66
H18 -0.68 -1.51 -3.10
H19 -2.06 -3.60 -0.47
H20 -3.38 -3.26 -1.53
H21 -4.05 -2.85 0.71
H22 -4.00 -1.31 -0.12
H23 -2.34 -0.73 1.53
H24 -1.29 -3.43 1.37
H25 -2.69 -3.29 2.60
H26 -0.61 -2.99 3.84
H27 -1.33 -1.40 3.57
H28 0.86 -0.64 3.75
H29 2.14 -1.05 2.62
H30 1.71 -2.28 3.73

Results of the Mulliken charge analysis, in e, for atoms 1 through 6:
1 In 1.11
2 P 0.52
3 O -0.60
4 O -0.94
5 O -0.68
6 O -0.49



Record 8
DFT (the ωB97M-V functional and the def2-TZVPD basis) results for C19H15I2N4O3Pb as an isolated structure.

net charge: -1
LUMO: 1.609 eV
F_max: 0.0869 Eh/bohr
HOMO-LUMO gap: 0.248 Eh
ΔE to the lowest compared entry with this formula, charge and spin: 4.20 kcal/mol
2S+1: 1

Cartesian coordinates (Å):
Pb1 0.07 0.58 2.08
O1 -0.11 -6.19 1.38
C1 0.18 -4.98 1.41
O2 0.96 -4.38 2.15
C2 -0.69 -4.10 0.39
C3 -1.17 -4.72 -0.74
C4 -1.82 -3.88 -1.65
C5 -2.08 -2.56 -1.43
C6 -1.51 -1.99 -0.27
N1 -0.78 -2.76 0.59
H1 -1.14 -5.76 -0.89
H2 -2.18 -4.35 -2.56
H3 -2.55 -1.91 -2.31
H4 -1.60 -0.93 0.06
I1 3.10 2.67 -2.18
C7 1.20 3.24 -1.52
C8 0.59 4.45 -1.89
C9 -0.73 4.78 -1.60
I2 -1.57 6.54 -2.43
C10 -1.46 3.81 -0.82
C11 -2.85 3.92 -0.82
C12 -3.53 2.91 -0.08
C13 -2.84 1.96 0.65
N2 -1.46 1.83 0.53
C14 -0.84 2.66 -0.32
C15 0.52 2.31 -0.73
O3 1.01 1.22 -0.29
H5 1.09 4.99 -2.68
H6 -3.27 4.71 -1.58
H7 -4.69 2.84 -0.06
H8 -3.32 1.19 1.22
C16 2.29 -1.93 -0.06
N3 2.71 -1.17 1.12
C17 3.48 0.01 0.98
C18 3.41 0.63 2.21
N4 2.71 -0.08 3.11
C19 2.24 -1.12 2.42
H9 3.15 -2.17 -0.68
H10 1.50 -1.51 -0.54
H11 1.93 -2.92 0.28
H12 3.89 0.30 0.05
H13 3.97 1.55 2.42
H14 1.76 -2.06 2.81
H15 0.44 2.40 2.28

Results of the Mulliken charge analysis, in e, for atoms 1 through 6:
1 Pb 0.81
2 O -0.76
3 C 0.23
4 O -0.60
5 C 0.32
6 C -0.58



> Number 1 is which compound?

C42H61BBeBr4ClF7N8O13S2